Computed, not measured: an isolated ion of composition C2H5N5 and charge +2, with the ωB97M-V functional and the def2-TZVPD basis.

Last column: natural (NBO) charge in e.
Cartesian coordinates (Å):
N (-2.35, -0.02, 0.00)  -0.595
N (-0.05, -0.65, -0.12)  -0.560
N (-0.53, 1.50, -0.05)  0.055
N (0.71, 1.43, -0.01)  -0.103
N (2.41, -0.16, -0.01)  -0.550
C (1.19, 0.22, -0.05)  0.666
C (-1.09, 0.20, -0.10)  0.615
H (-3.16, 0.61, 0.04)  0.501
H (2.58, -1.24, 0.11)  0.510
H (-2.75, -0.87, 0.41)  0.475
H (3.14, 0.59, -0.07)  0.518
H (-0.10, -1.62, -0.16)  0.467

**Orbital gap**: 8.10 eV
**HOMO**: -21.07 eV
**2S+1**: 1
**ΔE to the lowest compared entry with this formula, charge and spin**: 42.84 kJ/mol
**Charge**: +2